No. 1
Formula: C2H4Br2O
Source: OMol25
Level of theory: the ωB97M-V functional and the def2-TZVPD basis

Geometry (Å):
O: 0.80144 1.35690 0.50915
C: 0.34339 0.10698 0.41713
Br: 2.04173 -1.11663 0.23341
C: -0.53833 -0.28938 -0.75448
Br: -2.48104 0.35923 -0.52651
H: 0.72847 1.72704 1.35927
H: -0.07029 -0.17939 1.32082
H: -0.09501 0.05783 -1.68404
H: -0.68896 -1.32138 -0.84195

Properties
- ΔE to the lowest compared entry with this formula, charge and spin: 48.31 kJ/mol
- LUMO energy: 0.10 eV
- SMILES: O[C@H](Br)CBr
- Max |F|: 0.0560 hartree/bohr

=====

No. 2
Formula: C4H14NO2
Source: OMol25
Level of theory: the ωB97M-V functional and the def2-TZVPD basis

Geometry (Å):
C: 1.89004 -0.62377 0.31017
C: 0.99226 0.41149 1.01591
C: -0.45965 0.04450 1.04152
C: -1.28586 -0.63131 1.87114
N: -1.04771 0.14877 -0.38917
H: 2.91130 -0.52758 0.67000
H: 1.61777 -1.64690 0.58037
H: 1.79633 -0.52411 -0.76617
H: 1.34915 0.49133 2.05099
H: 1.01416 1.39793 0.57009
H: -0.87232 -1.40929 2.50302
H: -2.32223 -0.29350 1.97513
H: -2.06207 0.09167 -0.29428
H: -0.68556 -0.64007 -0.98224
H: -0.70728 1.06710 -0.75536
H: -0.28528 3.13033 -0.42658
H: 0.57812 3.27728 -1.64280
O: -0.06663 2.67468 -1.25582
H: -0.43680 -2.61380 -2.40294
H: 0.21257 -2.73129 -1.00145
O: -0.14635 -2.10333 -1.63645

Properties
- ΔE to the lowest compared entry with this formula, charge and spin: 207.73 kJ/mol
- Total charge: +1
- LUMO energy: -3.42 eV
- Max |F|: 0.0531 hartree/bohr